Below is a structure of composition C35H57BN8O3Pd, with properties calculated with ωB97M-V with the def2-TZVPD basis set.

Last column: Löwdin charge in e.
Element x y z (Å)
H (-5.0983, -3.0682, -2.2201)  0.12
H (1.5126, -1.6219, -3.3552)  0.07
H (-5.5717, -2.5040, 1.3897)  0.12
H (3.6252, 0.8218, 3.7235)  0.05
H (3.5926, 4.2771, -1.1061)  0.08
C (5.6830, 2.2642, 2.3940)  -0.07
C (1.3728, 4.0841, 0.4643)  -0.22
C (4.2838, 0.5649, 1.0428)  -0.23
H (1.2776, 3.8170, 3.7981)  0.07
H (3.3571, 4.6091, 2.6920)  0.03
C (-1.7777, 1.6691, -1.9687)  -0.08
N (-5.7920, 0.2945, 0.6480)  0.19
H (-4.1897, -0.8918, -2.9998)  0.07
H (4.6835, 4.9729, 0.1136)  0.07
C (-5.7877, -2.8542, 0.3766)  -0.17
H (0.9568, -0.9558, -1.7983)  0.03
C (-0.4003, 3.2292, -0.5486)  -0.29
N (-3.5608, -0.5776, 0.6230)  0.17
C (1.2136, 2.0833, 5.1004)  -0.36
C (-5.2558, -1.1021, -3.0811)  -0.08
C (-1.3435, -2.6411, 4.0450)  -0.10
C (-1.6671, 3.0516, -1.3414)  -0.38
C (4.5870, -0.2791, -0.0071)  0.00
C (-2.8808, 3.3379, -0.4537)  -0.07
H (2.0378, 5.7696, 2.6326)  0.08
H (3.6469, 6.2256, 2.0580)  0.07
H (2.2016, -2.8684, -0.7405)  0.08
H (4.3240, -0.7572, 3.4348)  0.09
H (3.9917, 3.3582, 0.3349)  0.05
N (2.4484, 0.3416, -0.1833)  0.13
N (1.2059, 2.7798, 0.8183)  0.05
B (2.0634, 1.8670, 1.7356)  -0.51
H (2.1041, 2.2142, 7.0723)  0.07
C (3.0773, -1.2845, -1.9071)  -0.39
H (-1.9955, -3.4847, 3.8049)  0.07
C (0.3480, 4.4116, -0.4026)  0.01
H (2.7768, 2.5744, 2.3824)  0.09
H (-2.7777, 1.5011, -2.3775)  0.07
C (-6.3267, -0.5357, -0.2743)  -0.44
H (2.3088, 5.8866, 0.1484)  0.12
H (-1.6301, 3.8044, -2.1425)  0.12
C (2.9200, 5.4085, 2.1021)  -0.08
Pd (-0.2939, -0.3857, -0.1944)  0.16
C (1.7582, -0.9105, -2.5611)  -0.10
H (2.8570, 3.3013, 4.3740)  0.06
O (-3.1365, -2.0858, -1.0123)  0.01
H (1.7575, 4.1270, 5.4768)  0.08
H (-5.8118, -0.1735, -2.9341)  0.07
C (0.1022, -0.0440, 4.3222)  0.00
H (-2.9251, 2.6058, 0.3566)  0.07
H (4.8748, 2.9388, 2.6709)  0.05
H (0.2277, 2.3209, 5.5197)  0.13
C (3.7870, 4.3621, -0.0363)  -0.05
C (-4.4670, 0.2231, 1.1996)  -0.57
C (-0.3747, -2.7994, 1.7284)  -0.09
C (-3.9357, -1.4217, -0.3540)  -0.48
O (-4.2716, 0.9642, 2.1567)  0.00
C (3.0309, -2.7425, -1.4410)  -0.08
H (-6.7327, -2.3863, -2.1891)  0.10
H (-7.4013, -3.9077, -0.6397)  0.06
C (5.1844, 0.8304, 2.2243)  -0.36
H (2.8687, -3.4176, -2.2865)  0.07
H (-1.0569, -3.6310, 1.5302)  0.07
H (3.8966, -1.1858, -2.6344)  0.12
H (-2.8219, 4.3305, -0.0006)  0.07
H (-7.3827, -4.1058, 1.1101)  0.06
C (2.5767, 4.9664, 0.6819)  -0.36
H (-1.8983, -1.4573, 2.3403)  0.11
N (0.1346, 2.2620, 0.1663)  0.13
H (-0.2273, -2.2721, 0.7699)  0.02
H (-1.8680, -2.0105, 4.7663)  0.06
C (-7.2108, -3.3904, 0.3018)  -0.10
H (3.0435, 1.2406, 5.9356)  0.06
H (6.0709, 0.2195, 2.0140)  0.12
C (2.0302, 1.4914, 6.2536)  -0.08
N (0.5463, -0.0470, 2.1420)  0.10
C (-0.0970, -0.6934, 3.0937)  -0.26
H (6.1304, 2.6436, 1.4743)  0.07
H (5.2328, 0.4548, 4.3658)  0.07
H (0.1990, 5.3672, -0.8822)  0.09
C (-0.9815, -1.8714, 2.7766)  -0.37
C (-5.6731, -2.1538, -2.0629)  -0.20
C (4.5604, 0.3046, 3.5146)  -0.06
H (-1.6058, 0.9132, -1.1875)  0.02
H (1.5670, 0.5817, 6.6352)  0.07
H (-3.8090, 3.2666, -1.0285)  0.07
H (-5.0701, -3.6540, 0.1715)  0.12
H (1.7633, 0.1002, -2.9697)  0.07
H (-5.4594, -1.4471, -4.0985)  0.06
H (-0.4460, -3.0365, 4.5324)  0.07
H (0.5941, -3.1937, 2.0541)  0.07
N (1.1724, 1.0193, 2.7025)  0.05
C (1.8094, 3.4060, 4.6548)  -0.09
H (-0.3254, -0.2807, 5.2835)  0.10
C (-5.4407, -1.7128, -0.6179)  -0.31
N (2.9850, 0.9426, 0.8956)  0.04
H (-6.3664, 1.0367, 1.0170)  0.14
C (3.3921, -0.3902, -0.7420)  -0.29
H (5.5305, -0.7778, -0.1713)  0.09
H (3.9524, -3.0344, -0.9323)  0.06
H (-1.0353, 1.5149, -2.7537)  0.07
H (6.4385, 2.3002, 3.1850)  0.07
O (-7.4512, -0.3634, -0.7328)  0.03
C (0.8983, 1.0490, 4.0371)  -0.21
H (-7.9479, -2.5914, 0.3902)  0.07

Its total charge is -2. The HOMO energy comes out at -0.22 eV.

Below is a cluster of 2 separate species, C3H5I2N2 in total, with properties calculated with ωB97M-V with the def2-TZVPD basis set.

Last column: Löwdin charge in e.
Element x y z (Å)
N (0.9629, -1.1843, 0.0224)  0.10
C (1.7602, -0.1998, -0.1603)  -0.74
C (0.6619, -2.2564, 0.5162)  -0.21
C (1.2094, 1.0892, -0.6125)  -0.11
H (0.4613, 1.4016, 0.1082)  0.10
H (0.2058, -4.0206, 1.5144)  0.17
I (3.8174, -0.4896, -0.2817)  1.07
H (-3.3362, -0.0511, 0.3719)  -0.36
N (-0.0050, -3.1167, 1.0067)  0.29
I (-2.5818, -0.7131, -0.8300)  0.47
H (0.9430, 0.8913, -1.6762)  0.12
H (2.0257, 1.8522, -0.8554)  0.10

Its total charge is +1. As for the energy relative to the best compared isomer or geometry (same formula, charge and spin): 41.2 kcal/mol. The HOMO energy comes out at -13.04 eV.

Below is the molecule C5H8OS2, with properties calculated with ωB97M-V with the def2-TZVPD basis set.

Last column: Löwdin charge in e.
Element x y z (Å)
O (-2.4527, 1.0006, 0.1054)  -0.23
S (0.2524, 1.8176, -1.1551)  0.90
H (2.0785, 0.6939, -0.0770)  0.16
C (-0.1378, 0.5425, 0.3068)  -0.67
H (-3.4079, 0.8645, -0.5039)  0.19
H (-1.3868, -0.4667, -1.2886)  0.13
H (-0.7066, -0.2000, 2.1659)  0.08
H (1.0863, 0.3206, 2.2464)  0.13
S (0.8175, -1.8762, 0.8899)  0.86
C (0.2163, -0.1544, 1.5823)  -0.34
C (-1.4004, -0.1490, -0.1575)  -0.25
H (0.0940, -1.4993, -1.3077)  0.07
H (2.0605, -1.4787, -1.3114)  0.14
C (1.0102, 0.2682, -0.5511)  -0.70
C (1.0313, -1.2274, -0.7061)  -0.58
H (-1.6329, -0.9816, 0.6309)  0.12

The SMILES is OC[C@]12CSC[C@H]1S2. As for the energy relative to the best compared isomer or geometry (same formula, charge and spin): 127.1 kcal/mol. The HOMO energy comes out at -8.97 eV.

Below is a cluster of 7 separate species, C19H43BCl12N2O5P in total, with properties calculated with ωB97M-V with the def2-TZVPD basis set.

Last column: Löwdin charge in e.
Element x y z (Å)
H (6.4953, -5.7113, 5.4241)  0.06
O (-7.2215, 3.4088, -2.5426)  -0.03
H (-0.2694, 1.6890, -2.8086)  0.05
O (-2.7392, 3.2550, -3.6633)  0.21
C (12.0437, -4.2130, 1.1546)  -0.66
C (-7.3228, 5.2071, 2.8834)  -0.62
H (12.6130, -4.9878, 0.6485)  0.07
H (6.8294, -1.9842, -1.8323)  0.08
H (-7.0854, 3.7588, -0.5385)  0.06
H (-4.0003, -5.7966, -2.1191)  0.07
H (7.1320, -4.4456, -1.3255)  0.07
H (-3.6129, 4.5033, 2.4281)  0.03
Cl (-5.1146, -4.3374, 0.1121)  0.55
C (6.6284, -5.6959, 4.3457)  -0.65
H (-0.8492, 2.9107, -0.8733)  0.04
Cl (8.3644, -5.3894, 4.0486)  0.51
Cl (5.0631, -3.1230, -2.8771)  0.54
H (-6.0033, 3.6300, 3.5202)  0.04
O (-1.4205, 4.6061, 1.1563)  -0.23
H (-6.0422, 4.7472, -1.4962)  0.11
H (12.9067, -2.5278, 0.1720)  0.07
H (5.3754, -1.9858, -0.8359)  0.02
C (-5.0046, -3.9545, -1.6262)  -0.66
C (-3.9134, -4.7311, -2.3114)  -0.66
C (6.5812, -3.7630, -0.6861)  -0.63
C (-6.4515, 3.7395, -1.4135)  -0.27
H (-4.1963, -1.5007, 1.2331)  0.11
H (-3.2285, -1.1762, -0.3711)  0.10
H (-2.3643, 3.1082, -4.5407)  0.13
Cl (1.6506, 2.2433, -1.1810)  0.61
B (-1.9157, 2.6942, -2.7580)  -0.69
H (7.2547, -3.4001, 0.0855)  0.08
H (-6.8140, 3.8034, -3.3158)  0.09
C (-7.0396, 3.7689, 3.2252)  -0.64
C (-5.3166, 2.7284, -1.1516)  -0.13
H (-2.0111, 5.2312, 0.7063)  0.08
O (-1.1795, 1.6022, -3.1220)  0.17
H (3.1833, 1.8251, -2.9351)  0.08
H (3.6954, -0.5928, -2.3889)  0.05
H (-3.8476, 1.0667, 1.5714)  0.12
Cl (-2.2935, -4.2028, -1.7802)  0.53
Cl (11.3084, -3.3482, -1.3321)  0.53
C (3.2860, 0.0957, -1.6503)  -0.66
H (-3.9494, 4.2952, -1.3636)  0.12
Cl (10.4595, -4.9015, 1.6050)  0.52
H (-5.6877, 2.0793, -0.3738)  0.07
H (-1.7937, 4.3401, -1.3119)  0.12
H (6.4183, -6.6917, 3.9596)  0.07
H (-1.9192, 0.8892, -0.2721)  0.14
Cl (-7.3721, 2.6666, 1.8631)  0.62
H (-3.3855, 0.9117, -1.3535)  0.15
C (11.9250, -2.9788, 0.3021)  -0.66
H (-7.6787, 3.4547, 4.0479)  0.08
N (-2.8754, 2.7569, -0.3175)  -0.29
H (11.2640, -2.2443, 0.7547)  0.07
H (-3.9659, -4.5670, -3.3859)  0.07
H (-4.5022, 4.0617, 0.2413)  0.07
H (-7.2323, 5.8223, 3.7760)  0.08
H (-5.9690, -4.2013, -2.0657)  0.08
C (-2.9075, 1.2849, -0.4573)  -0.13
Cl (-6.1589, 5.8585, 1.6878)  0.57
P (-2.1156, 3.1624, 1.3664)  0.95
Cl (5.8003, -3.0905, 4.4682)  0.53
N (-3.4421, 3.5065, 2.3319)  -0.13
Cl (4.6545, 0.7344, -0.7069)  0.58
Cl (5.2900, -4.6849, 0.1309)  0.58
C (-4.1368, 3.5253, -0.6281)  -0.15
H (-3.2956, 3.0885, 3.2419)  0.06
C (6.0184, -2.6017, -1.4570)  -0.67
C (5.6837, -4.7042, 3.7123)  -0.67
H (4.6629, -5.0507, 3.8639)  0.07
O (-4.8208, -0.0566, 0.1086)  -0.07
C (-3.6290, -0.8672, 0.5801)  0.04
H (-4.8465, -2.8833, -1.7246)  0.06
H (-5.1086, 2.1942, -2.0684)  0.13
C (-3.7540, 0.6062, 0.6063)  -0.39
H (2.6472, -0.4675, -0.9748)  0.08
H (5.8261, -4.5738, 2.6436)  -0.01
C (-1.7965, 3.2613, -1.2679)  -0.07
H (1.7846, 0.7498, -3.0137)  0.07
H (-8.3218, 5.3336, 2.4765)  0.08
H (12.5509, -3.9637, 2.0846)  0.07
C (2.5264, 1.1897, -2.3484)  -0.61

Its total charge is +1. As for the energy relative to the best compared isomer or geometry (same formula, charge and spin): 0.0 kcal/mol. The HOMO energy comes out at -11.70 eV.

Below is the molecule C3H7NOS, with properties calculated with ωB97M-V with the def2-TZVPD basis set.

Last column: Löwdin charge in e.
Element x y z (Å)
N (-0.4306, 0.0210, 0.0016)  -0.27
H (1.5106, -1.8394, -0.5093)  0.07
C (-1.4743, -0.7698, 0.1548)  -0.73
S (-3.0491, -0.4742, 0.0154)  0.65
H (-0.6845, 1.8487, 1.0625)  0.09
H (-1.1937, -1.7203, 0.5653)  0.07
H (2.7264, -0.8003, 0.2572)  0.13
H (1.7124, -0.1499, -1.1036)  0.08
H (0.4540, 1.8419, -0.3282)  0.12
O (0.7256, -0.3749, 0.6805)  -0.15
C (-0.5746, 1.4562, 0.0492)  -0.05
H (-1.4070, 1.7823, -0.5762)  0.07
C (1.6847, -0.8215, -0.2692)  -0.07

The SMILES is CON(C)C=S. As for the energy relative to the best compared isomer or geometry (same formula, charge and spin): 73.4 kcal/mol. The HOMO energy comes out at -8.49 eV.

| no. | gap between HOMO and LUMO (eV) |
| --- | --- |
| 1 | 4.6 |
| 2 | 7.2 |
| 3 | 8.6 |
| 4 | 9.3 |
| 5 | 9.2 |